C2H9P3 | the ωB97M-V functional and the def2-TZVPD basis

Last column: Mulliken charge in e.
Cartesian coordinates (Å):
1 P -1.802 1.145 -0.445  -0.052
2 P -0.288 0.702 -1.944  -0.151
3 P -0.703 2.684 0.694  -0.131
4 C 1.114 -2.351 0.989  -0.515
5 C 2.052 -1.547 0.502  -0.682
6 H 0.409 -2.996 0.460  0.328
7 H 2.324 -1.434 -0.548  0.342
8 H -1.813 3.029 1.405  0.059
9 H -1.369 0.944 -2.829  0.083
10 H 2.720 -0.892 1.027  0.315
11 H 0.901 -2.636 2.141  0.219
12 H -0.888 -0.608 -2.032  0.077
13 H -1.084 3.769 0.018  0.046
14 H -1.574 0.192 0.560  0.063

Calculated values
- Max |F|: 0.245 hartree/bohr
- LUMO level (alpha / beta): 0.89 / -2.36 eV
- Orbital gap (alpha / beta): 6.610 / 6.102 eV
- Multiplicity: 3
- Total charge: 0
- Energy relative to the best compared isomer or geometry (same formula, charge and spin): 70.9 kcal/mol

C2HBaO3 | the ωB97M-V functional and the def2-TZVPD basis

Last column: Mulliken charge in e.
Cartesian coordinates (Å):
1 Ba 0.601 -1.064 -0.658  1.652
2 O 2.907 -0.653 0.222  -0.551
3 O -4.153 -0.083 -0.059  -0.210
4 O -1.842 -0.075 -0.135  -0.404
5 C 2.404 0.500 0.188  -0.290
6 C -3.018 0.044 -0.012  0.619
7 H 3.100 1.331 0.454  0.184

Calculated values
- Max |F|: 0.045 hartree/bohr
- LUMO level: -4.40 eV
- Orbital gap: 7.188 eV
- Total charge: +1
- Energy relative to the best compared isomer or geometry (same formula, charge and spin): 32.2 kcal/mol

C2HBr2ClO | the ωB97M-V functional and the def2-TZVPD basis

Last column: Mulliken charge in e.
Cartesian coordinates (Å):
1 Br 1.627 1.358 0.968  -0.013
2 Br -0.918 2.008 -0.926  0.010
3 Cl -1.543 -1.763 -0.640  -0.068
4 O -0.077 -1.664 1.556  -0.327
5 C -0.505 -1.195 0.548  0.405
6 C 0.447 0.978 -0.406  -0.463
7 H 0.969 0.278 -1.099  0.456

Calculated values
- Max |F|: 0.079 hartree/bohr
- LUMO level (alpha / beta): 0.55 / -1.72 eV
- Orbital gap (alpha / beta): 7.998 / 9.061 eV
- Multiplicity: 3
- Total charge: 0
- Energy relative to the best compared isomer or geometry (same formula, charge and spin): 0.0 kcal/mol

C2HBr2N3 | the ωB97M-V functional and the def2-TZVPD basis

Last column: Mulliken charge in e.
Cartesian coordinates (Å):
1 Br -3.117 -1.054 0.061  0.025
2 Br 2.893 -1.091 0.062  -0.054
3 N -0.981 0.767 -0.013  0.389
4 N -0.020 1.557 -0.042  -0.660
5 N 1.225 1.044 -0.114  -0.160
6 C -1.631 -0.136 -0.479  0.145
7 C 1.319 -0.249 0.104  0.082
8 H 0.312 -0.837 0.422  0.233

Calculated values
- Max |F|: 0.085 hartree/bohr
- LUMO level (alpha / beta): -1.23 / -1.23 eV
- Orbital gap (alpha / beta): 7.415 / 7.415 eV
- Total charge: 0
- Energy relative to the best compared isomer or geometry (same formula, charge and spin): 103.6 kcal/mol

C2HBrClNO2 | the ωB97M-V functional and the def2-TZVPD basis

Last column: Mulliken charge in e.
Cartesian coordinates (Å):
1 Br -1.304 0.848 1.928  -0.077
2 Cl -1.618 -2.040 1.302  -0.158
3 O 2.185 0.821 -1.091  -0.413
4 O 0.367 2.030 -1.119  -0.349
5 N 1.046 1.082 -0.996  0.710
6 C -0.136 -0.634 -0.257  -0.485
7 C -0.845 -0.628 0.850  0.366
8 H 0.305 -1.479 -0.618  0.406

Calculated values
- Max |F|: 0.078 hartree/bohr
- LUMO level (alpha / beta): 0.20 / -2.78 eV
- Orbital gap (alpha / beta): 8.603 / 6.906 eV
- Multiplicity: 3
- Total charge: 0

C2HBrF3I | the ωB97M-V functional and the def2-TZVPD basis

Last column: Mulliken charge in e.
Cartesian coordinates (Å):
1 I 2.084 2.520 0.415  0.021
2 Br -2.081 1.012 0.723  -0.025
3 F 0.349 -1.182 1.370  -0.196
4 F 1.172 -0.980 -0.673  -0.225
5 F -0.733 -1.935 -0.395  -0.245
6 C -0.553 0.470 -0.239  -0.685
7 C 0.077 -0.883 0.083  0.888
8 H -0.315 0.978 -1.285  0.467

Calculated values
- Max |F|: 0.058 hartree/bohr
- LUMO level (alpha / beta): -1.71 / -3.20 eV
- Orbital gap (alpha / beta): 8.563 / 6.607 eV
- Total charge: 0
- Energy relative to the best compared isomer or geometry (same formula, charge and spin): 38.1 kcal/mol

C2HBrFO2 | the ωB97M-V functional and the def2-TZVPD basis

Last column: Mulliken charge in e.
Cartesian coordinates (Å):
1 Br -0.145 -1.101 -0.823  -0.395
2 F 1.999 -0.689 0.930  -0.240
3 O -1.441 1.566 0.235  -0.386
4 O -0.619 1.803 -1.877  -0.377
5 C -0.952 1.562 -0.806  0.662
6 C 1.002 -1.701 0.808  -0.221
7 H 0.157 -1.439 1.533  -0.042

Calculated values
- Max |F|: 0.041 hartree/bohr
- LUMO level: 3.57 eV
- Orbital gap: 6.259 eV
- Total charge: -1
- Energy relative to the best compared isomer or geometry (same formula, charge and spin): 35.2 kcal/mol

C2HBrO | the ωB97M-V functional and the def2-TZVPD basis

Last column: Mulliken charge in e.
Cartesian coordinates (Å):
1 Br -2.249 -0.445 0.074  0.006
2 O 0.273 1.175 0.069  -0.395
3 C 0.729 -0.021 0.121  0.305
4 C -0.490 -0.218 -0.279  -0.190
5 H 1.736 -0.491 0.014  0.274

Calculated values
- Max |F|: 0.072 hartree/bohr
- LUMO level: 0.21 eV
- Orbital gap: 8.488 eV
- Total charge: 0
- Energy relative to the best compared isomer or geometry (same formula, charge and spin): 82.4 kcal/mol

C2HCl2FS | the ωB97M-V functional and the def2-TZVPD basis

Last column: Mulliken charge in e.
Cartesian coordinates (Å):
1 Cl 1.865 1.324 -2.168  -0.113
2 Cl 0.877 -0.266 -0.001  -0.109
3 S 1.348 1.107 3.755  -0.172
4 F -0.154 -0.860 2.932  -0.136
5 C 0.587 0.231 2.674  0.264
6 C 2.060 0.856 -0.617  -0.123
7 H 3.008 0.979 -0.169  0.387

Calculated values
- Max |F|: 0.040 hartree/bohr
- LUMO level (alpha / beta): -0.35 / -1.19 eV
- Orbital gap (alpha / beta): 8.520 / 7.224 eV
- Total charge: 0
- Energy relative to the best compared isomer or geometry (same formula, charge and spin): 92.5 kcal/mol

C2HCl2NO2 | the ωB97M-V functional and the def2-TZVPD basis

Last column: Mulliken charge in e.
Cartesian coordinates (Å):
1 Cl -2.840 0.108 -0.416  -0.063
2 Cl -0.612 1.633 1.659  -0.192
3 O 0.662 1.115 -2.202  -0.345
4 O -0.931 1.800 -3.534  -0.366
5 N -0.066 1.093 -3.109  0.712
6 C -1.222 -0.013 -0.302  0.058
7 C -0.274 0.413 0.374  -0.124
8 H 0.815 0.157 0.539  0.319

Calculated values
- Max |F|: 0.118 hartree/bohr
- LUMO level (alpha / beta): 0.25 / -1.62 eV
- Orbital gap (alpha / beta): 9.624 / 8.221 eV
- Multiplicity: 3
- Total charge: 0
- Energy relative to the best compared isomer or geometry (same formula, charge and spin): 33.2 kcal/mol

These records have total energy values of -1105.37303 -327.78846 -5760.11811 -5388.91776 -3315.96977 -3248.03583 -2901.17862 -2725.88593 -1495.07725 -1202.18781 Ha, in the order they appear.